Record 1
This record from the Open Molecules 2025 dataset describes 4 unconnected molecules or ions with the total composition C4H17N2O4 in a non-equilibrium geometry. The level of theory is wB97M-V/def2-TZVPD.

The geometry in XYZ format:
```
27
Properties=species:S:1:pos:R:3
N 0.482 -2.187 1.460
C 0.184 -1.458 0.203
C -1.262 -1.060 0.074
N -1.525 -0.316 1.325
C -1.111 1.081 1.285
C 0.213 1.231 1.994
O 0.768 0.446 2.728
H 0.746 -1.515 2.199
H 1.166 -2.945 1.372
H -0.366 -2.564 1.888
H 0.803 -0.564 0.129
H 0.565 -2.064 -0.626
H -1.861 -1.977 0.090
H -1.546 -0.479 -0.809
H -2.525 -0.380 1.461
H -1.064 1.429 0.250
H -1.807 1.751 1.801
H 0.813 2.131 1.739
H 2.489 1.444 -0.747
H 1.147 2.174 -1.151
O 1.561 1.335 -0.985
H -0.812 0.042 -2.981
H -1.288 1.441 -3.084
O -1.118 0.771 -2.411
H 1.752 0.196 -3.014
H 0.992 0.613 -4.196
O 1.273 -0.203 -3.747
```

## Properties
Charge   +1
F_max   0.049 Eh/bohr
HOMO   -13.284 eV
Gap between HOMO and LUMO   10.43 eV
Energy relative to the best compared isomer or geometry (same formula, charge and spin)   2.4468 eV
LUMO level   -2.9 eV
Total energy   -572.8223 Ha

---

Record 2
This record from the Open Molecules 2025 dataset describes a single C5H10N2 molecule in a non-equilibrium geometry. The level of theory is wB97M-V/def2-TZVPD.

The geometry in XYZ format:
```
17
Properties=species:S:1:pos:R:3
C 0.395 0.434 -2.193
C 0.501 0.054 -0.909
N 1.561 0.409 -0.032
C -0.507 -0.618 -0.108
N -1.044 -1.815 -0.603
C -0.411 -0.342 1.236
C -0.447 1.008 1.890
H 1.211 0.918 -2.704
H -0.526 0.302 -2.734
H 2.236 1.050 -0.432
H 2.051 -0.364 0.397
H -2.002 -1.987 -0.330
H -0.890 -1.949 -1.594
H -0.741 -1.136 1.910
H -0.075 1.773 1.211
H -1.464 1.253 2.189
H 0.152 1.009 2.805
```

## Properties
F_max   0.049 Eh/bohr
HOMO   -7.393 eV
Gap between HOMO and LUMO   8.44 eV
Energy relative to the best compared isomer or geometry (same formula, charge and spin)   1.6697 eV
LUMO level   1.1 eV
Total energy   -305.9625 Ha
SMILES   C=C(N)/C(N)=C\C

---

Record 3
This record from the Open Molecules 2025 dataset describes 6 unconnected molecules or ions with the total composition C30H80N6O13 in a non-equilibrium geometry. The level of theory is wB97M-V/def2-TZVPD.

The geometry in XYZ format:
```
129
Properties=species:S:1:pos:R:3
N -3.631 -18.452 9.789
O -3.685 -19.593 10.139
O -3.079 -18.208 8.689
O -4.042 -17.589 10.584
C -9.044 -5.870 10.384
O -8.085 -6.873 10.148
C -7.180 -6.433 9.141
C -5.948 -7.387 9.168
N -5.280 -7.371 10.560
H -5.229 -6.427 10.915
H -5.951 -7.748 11.213
C -3.826 -7.940 10.693
C -3.747 -9.412 10.396
O -4.119 -9.843 9.060
C -4.138 -11.256 8.914
H -8.601 -4.913 10.662
H -9.742 -6.128 11.179
H -9.763 -5.587 9.615
H -6.826 -5.421 9.336
H -7.679 -6.524 8.176
H -5.262 -6.884 8.486
H -6.176 -8.425 8.924
H -3.665 -7.672 11.738
H -3.171 -7.291 10.113
H -4.127 -10.075 11.173
H -2.694 -9.688 10.448
H -4.674 -11.664 9.771
H -3.188 -11.772 8.770
H -4.765 -11.366 8.029
C -8.441 -18.861 17.695
O -8.118 -18.292 16.440
C -6.825 -17.771 16.566
C -6.199 -17.688 15.178
N -5.875 -19.068 14.580
H -5.664 -18.869 13.612
H -5.011 -19.345 15.024
C -7.008 -20.118 14.408
C -8.248 -19.518 13.773
O -7.943 -18.943 12.523
C -9.025 -18.203 11.926
H -9.403 -19.372 17.709
H -8.532 -18.040 18.407
H -7.714 -19.572 18.086
H -6.131 -18.281 17.234
H -6.852 -16.715 16.833
H -5.290 -17.107 15.025
H -6.879 -17.206 14.476
H -7.199 -20.425 15.436
H -6.539 -20.828 13.726
H -8.723 -18.688 14.296
H -8.971 -20.333 13.731
H -8.556 -17.675 11.096
H -9.507 -17.390 12.470
H -9.698 -18.777 11.289
C -4.066 -25.607 9.962
O -5.096 -25.648 9.013
C -6.435 -25.685 9.493
C -7.332 -25.531 8.258
N -6.791 -24.482 7.313
H -5.801 -24.681 7.312
H -7.316 -24.646 6.466
C -7.012 -23.025 7.819
C -6.688 -22.012 6.721
O -5.266 -22.253 6.486
C -4.748 -21.327 5.518
H -4.213 -24.760 10.632
H -3.094 -25.485 9.485
H -4.060 -26.513 10.569
H -6.649 -24.979 10.295
H -6.538 -26.651 9.988
H -8.407 -25.425 8.405
H -7.203 -26.464 7.710
H -6.433 -22.806 8.716
H -8.079 -22.889 7.998
H -6.891 -20.983 7.018
H -7.190 -22.111 5.759
H -3.660 -21.388 5.509
H -4.808 -20.255 5.708
H -4.998 -21.494 4.470
C 1.680 -25.339 12.664
O 1.105 -24.543 11.582
C 1.602 -23.214 11.358
C 0.793 -22.491 10.249
N 0.833 -23.403 9.034
H 1.734 -23.280 8.595
H 0.768 -24.344 9.396
C -0.275 -23.093 7.960
C -0.290 -24.238 6.882
O 0.114 -25.459 7.516
C 0.803 -26.259 6.715
H 1.485 -24.850 13.619
H 2.757 -25.411 12.512
H 1.364 -26.381 12.698
H 2.654 -23.229 11.073
H 1.534 -22.548 12.218
H 1.242 -21.534 9.983
H -0.256 -22.446 10.542
H -0.204 -22.055 7.634
H -1.248 -23.203 8.438
H 0.487 -23.820 6.243
H -1.173 -24.284 6.244
H 1.775 -25.786 6.572
H 0.450 -26.478 5.708
H 1.043 -27.206 7.197
C 1.795 -17.141 19.365
O 1.899 -16.661 18.010
C 2.531 -17.571 16.994
C 2.419 -17.064 15.525
N 0.992 -16.537 15.363
H 0.383 -17.197 15.825
H 0.801 -15.729 15.938
C 0.544 -16.412 13.894
C 1.434 -15.527 12.984
O 2.708 -16.272 12.892
C 3.699 -15.443 12.265
H 2.763 -17.363 19.815
H 1.469 -18.180 19.400
H 1.284 -16.517 20.098
H 2.126 -18.582 17.019
H 3.558 -17.719 17.328
H 2.637 -17.864 14.817
H 3.092 -16.211 15.430
H -0.472 -16.018 13.914
H 0.541 -17.420 13.478
H 1.442 -14.540 13.446
H 0.982 -15.587 11.993
H 4.148 -14.599 12.789
H 3.445 -15.014 11.295
H 4.519 -16.109 11.996
```

## Properties
Charge   +4
F_max   0.099 Eh/bohr
HOMO   -13.435 eV
Gap between HOMO and LUMO   6.18 eV
Energy relative to the best compared isomer or geometry (same formula, charge and spin)   4.2646 eV
LUMO level   -7.3 eV
Total energy   -2495.9761 Ha